(1)
Below is C24H37AsGeIN2O2Ti as an isolated structure in a non-equilibrium geometry, with properties calculated with ωB97M-V with the def2-TZVPD basis set.

XYZ file:
```
69
Properties=species:S:1:pos:R:3
Ti 0.6127 -0.3972 -0.0764
C -1.1534 -2.1884 -3.7741
C -1.4056 -2.9745 -2.5162
N -1.9940 -4.1614 -2.6492
C -2.2250 -4.8346 -1.5044
C -1.8341 -4.4439 -0.2505
C -2.1183 -5.3365 0.9128
O -0.9488 -5.9790 1.4514
C -1.1105 -3.2127 -0.0906
C -0.5111 -2.8646 1.1194
N 0.3042 -1.7576 1.2143
C 1.3835 -1.6914 2.1406
C 1.8856 -2.8142 2.7809
C 3.0755 -2.7343 3.4965
C 3.7692 -1.5364 3.5441
C 3.2399 -0.4059 2.9261
C 2.0204 -0.4330 2.2573
I 2.8233 -0.5680 -1.6599
C -1.0237 -2.4423 -1.2863
O -0.5383 -1.1659 -1.2502
H -1.1541 -2.8771 -4.6176
H -0.2051 -1.6530 -3.7296
H -1.9428 -1.4499 -3.9410
H -2.7556 -5.7783 -1.6120
H -2.8429 -6.0969 0.6039
H -2.5474 -4.7762 1.7473
H -0.3502 -6.1156 0.7094
H -0.5716 -3.5420 1.9583
H 1.3768 -3.7628 2.6703
H 3.4679 -3.6184 3.9839
H 4.7159 -1.4703 4.0664
H 3.7823 0.5260 2.9868
C -2.8596 0.3015 0.3846
C -2.4672 1.7264 0.0040
As -0.8383 1.8812 -1.0875
C -1.5709 1.3253 -2.8094
C -0.5154 1.4033 -3.9060
C -0.8270 3.8287 -1.2771
C -1.9559 4.4215 -2.1083
H -3.7776 0.3101 0.9769
H -2.0995 -0.1977 0.9907
H -3.0270 -0.3295 -0.4887
H -2.2838 2.3236 0.9008
H -3.2693 2.2145 -0.5529
H -2.4429 1.9408 -3.0344
H -1.9085 0.3015 -2.6661
H -0.1630 2.4281 -4.0545
H -0.9115 1.0496 -4.8605
H 0.3542 0.7918 -3.6575
H 0.1441 4.1094 -1.6892
H -0.8417 4.2130 -0.2595
H -1.9042 4.1100 -3.1516
H -1.8973 5.5131 -2.0932
H -2.9399 4.1440 -1.7282
C 0.7029 3.7567 2.0822
Ge 2.1474 2.5101 1.5800
C 2.8456 3.1064 -0.1450
C 3.5802 2.9246 2.8566
C 1.3448 0.7629 1.6262
H 0.7697 4.0043 3.1440
H -0.2779 3.3111 1.9116
H 0.7726 4.6831 1.5076
H 3.1272 4.1590 -0.0506
H 2.0965 3.0039 -0.9315
H 3.7146 2.5245 -0.4529
H 3.6443 4.0137 2.9306
H 4.5435 2.5488 2.5078
H 3.3844 2.5181 3.8496
H 0.3818 0.9186 2.1394
```

Its charge is -1. The relative energy (zero: lowest compared OMol25 entry of this formula, charge and spin) comes out at 52.6 kJ/mol. For the HOMO-LUMO gap (spin up / spin down), the calculation gives 5.27 / 5.27 eV. Its spin multiplicity is 1. The HOMO energy (spin up / spin down) is -0.099 / -0.099 hartree. Its molar mass is 707.9 g mol⁻¹. The LUMO energy (spin up / spin down) is 2.58 / 2.58 eV. The electronic energy is -6656.672491 Eh.

---

(2)
Below is C24H37BN7O5Pb as an isolated structure in a non-equilibrium geometry, with properties calculated with ωB97M-V with the def2-TZVPD basis set.

XYZ file:
```
75
Properties=species:S:1:pos:R:3
Pb 0.2211 -0.2147 -0.1237
O 0.2970 -0.2334 2.9234
C 0.5770 -1.4917 3.4819
C 0.3677 -2.6703 2.5275
N 0.9851 -2.4808 1.2232
C 0.5377 -3.5464 0.3309
C -0.9514 -3.3480 -0.0663
O -1.7091 -4.3054 0.0128
O -1.2733 -2.1792 -0.4384
C 2.4368 -2.4133 1.2821
C 3.0570 -2.0014 -0.0897
O 4.1082 -2.5290 -0.4211
O 2.4360 -1.1058 -0.7334
H -0.6059 -0.2108 2.5861
H 1.6209 -1.4326 3.8007
H -0.0440 -1.6606 4.3768
H 0.7572 -3.5767 3.0258
H -0.7028 -2.8201 2.3585
H 1.1292 -3.5130 -0.5854
H 0.6494 -4.5393 0.7900
H 2.7343 -1.6298 1.9834
H 2.8884 -3.3644 1.6005
C 1.6045 -1.6086 -3.7212
C 0.1787 -1.2227 -4.1152
C -0.8575 -2.2251 -3.6041
C -0.1528 0.1661 -3.6666
C -0.4811 1.2221 -4.5263
C -0.7395 2.2876 -3.6968
N -0.5731 1.8878 -2.4287
N -0.2099 0.5981 -2.4074
B -0.8177 2.8204 -1.2285
N 0.4754 3.0967 -0.4505
C 1.0527 4.3086 -0.4043
C 2.1970 4.2105 0.3505
C 2.2537 2.8647 0.7434
N 1.2029 2.2157 0.2461
C 3.3412 2.2773 1.5917
C 2.7808 1.6466 2.8661
C 4.1737 1.2741 0.7942
N -1.9571 2.3240 -0.3259
C -3.0759 3.0463 -0.1549
C -3.9210 2.3476 0.6676
C -3.2328 1.1565 0.9581
N -2.0441 1.1736 0.3579
C -3.8572 0.0727 1.7926
C -5.1973 -0.3232 1.1593
C -3.0158 -1.1810 1.9744
H 1.8027 -2.6412 -4.0032
H 1.7645 -1.4957 -2.6533
H 2.3202 -0.9679 -4.2348
H 0.1211 -1.2166 -5.2140
H -0.9324 -2.1815 -2.5235
H -0.5833 -3.2358 -3.9018
H -1.8373 -2.0026 -4.0237
H -0.5156 1.2005 -5.5968
H -1.0329 3.2916 -3.9345
H -1.1786 3.8647 -1.6786
H 0.6235 5.1556 -0.9050
H 2.8944 4.9900 0.5865
H 3.9969 3.1106 1.8828
H 2.0981 0.8425 2.6191
H 2.2301 2.3825 3.4513
H 3.5944 1.2582 3.4784
H 3.5330 0.5089 0.3718
H 4.9192 0.8041 1.4329
H 4.6912 1.7721 -0.0226
H -3.2007 3.9977 -0.6320
H -4.8902 2.6510 1.0097
H -4.0549 0.5084 2.7850
H -5.0128 -0.7569 0.1800
H -5.8540 0.5348 1.0442
H -5.6999 -1.0632 1.7792
H -2.6962 -1.5729 1.0119
H -3.6002 -1.9413 2.4911
H -2.1443 -0.9671 2.5832
```

Its charge is -1. The relative energy (zero: lowest compared OMol25 entry of this formula, charge and spin) comes out at 34.5 kJ/mol. For the HOMO-LUMO gap, the calculation gives 7.83 eV. Its spin multiplicity is 1. The HOMO energy is -0.193 hartree. Its molar mass is 721.6 g mol⁻¹. The LUMO energy is 2.57 eV. The electronic energy is -1914.163497 Eh.

---

(3)
Below is a 4-piece molecular cluster, C24H37BNO13PS3 overall in a non-equilibrium geometry, with properties calculated with ωB97M-V with the def2-TZVPD basis set.

XYZ file:
```
80
Properties=species:S:1:pos:R:3
N -2.9398 3.9886 3.3514
P -2.7901 2.5497 4.0377
C -2.5237 1.2796 2.6837
C -2.5732 1.8064 1.3075
C -2.3425 0.9536 0.1290
C -2.0655 -0.4588 0.3861
C -2.0307 -1.0021 1.7640
C -2.2618 -0.1523 2.9443
C -1.7258 -2.5349 1.9204
O -2.3329 -3.2539 2.6792
C -0.5957 -3.0545 0.9682
C 0.4464 -3.9759 1.3685
C 1.5276 -4.4163 0.4540
C 2.6854 -5.3781 0.8955
B 3.4851 -4.6694 2.1134
O 4.8699 -4.3049 2.0121
O 2.8478 -4.3273 3.3436
C 1.4550 -3.8840 -0.9172
C 0.3991 -2.9399 -1.3413
C -0.6298 -2.5104 -0.4153
C -1.7563 -1.4821 -0.7656
O -2.3602 -1.4885 -1.8101
H -2.2066 4.6031 3.7131
H -1.7090 2.5297 4.9869
H -3.9643 2.2300 4.7910
H -2.7752 2.8843 1.1150
H -2.3656 1.3983 -0.8881
H -2.2171 -0.5642 3.9849
H 0.4230 -4.3447 2.4250
H 3.3529 -5.4804 -0.0062
H 2.2929 -6.3955 1.1524
H 4.8635 -3.3272 2.1012
H 3.1634 -3.4178 3.5188
H 2.2432 -4.1990 -1.6383
H 0.4123 -2.5434 -2.3797
O 2.9766 -1.3041 -0.5026
S 4.4033 -1.1688 -0.5581
O 5.1633 -0.7535 0.5864
O 4.7895 -0.2367 -1.8056
C 4.1867 1.0620 -1.8981
C 4.8249 2.0505 -0.9420
C 5.1005 -2.6680 -1.1787
H 3.1079 0.9963 -1.7362
H 4.3384 1.4042 -2.9225
H 4.6151 1.7857 0.0956
H 4.4404 3.0568 -1.1178
H 5.9103 2.0573 -1.0601
H 4.5567 -2.9661 -2.0732
H 4.9983 -3.4291 -0.4043
H 6.1531 -2.5021 -1.4002
O -8.2559 -4.4520 0.3336
S -7.7871 -3.1593 -0.0739
O -7.5190 -2.8564 -1.4484
O -6.4996 -2.7724 0.8036
C -5.3950 -3.6860 0.8345
C -4.5692 -3.6149 -0.4366
C -8.8715 -1.9249 0.5731
H -5.7445 -4.7044 1.0229
H -4.7735 -3.3969 1.6832
H -5.1342 -3.9831 -1.2945
H -3.6652 -4.2207 -0.3434
H -4.2868 -2.5846 -0.6554
H -9.0432 -2.1242 1.6291
H -9.8089 -1.9840 0.0220
H -8.4166 -0.9465 0.4304
O 2.6579 4.8910 -2.2842
S 3.3441 6.0855 -2.6869
O 4.4409 6.6148 -1.9325
O 2.2655 7.2513 -2.9231
C 1.3591 7.5669 -1.8588
C 2.0292 8.3855 -0.7716
C 3.8527 5.9119 -4.3688
H 0.9147 6.6556 -1.4505
H 0.5501 8.1500 -2.3005
H 2.7860 7.7995 -0.2480
H 1.2955 8.7223 -0.0373
H 2.5320 9.2553 -1.1983
H 3.0106 5.5524 -4.9570
H 4.6670 5.1891 -4.3969
H 4.1987 6.8770 -4.7337
```

Its charge is 0. The relative energy (zero: lowest compared OMol25 entry of this formula, charge and spin) comes out at 0.0 kJ/mol. As for the structure (SMILES): N=[PH2]c1ccc2c(c1)C(=O)c1cc(CB(O)O)ccc1C2=O.CCOS(C)(=O)=O.CCOS(C)(=O)=O.CCOS(C)(=O)=O. For the HOMO-LUMO gap, the calculation gives 7.97 eV. Its spin multiplicity is 1. The HOMO energy is -0.322 hartree. Its molar mass is 685.5 g mol⁻¹. The LUMO energy is -0.80 eV. The electronic energy is -3530.302230 Eh.

---

(4)
Below is C24H37CdO15P2 as an isolated structure in a non-equilibrium geometry, with properties calculated with ωB97M-V with the def2-TZVPD basis set.

XYZ file:
```
79
Properties=species:S:1:pos:R:3
Cd 1.0692 2.4430 -0.3308
O 0.3429 0.6143 -0.7359
H -0.5224 0.3974 -1.1343
C 4.8867 -2.6650 0.3444
C 5.6431 -3.7451 -0.1334
C 5.3640 -4.3297 -1.3489
C 4.3161 -3.8093 -2.1110
C 3.6477 -2.6559 -1.6684
C 3.8268 -2.1802 -0.3954
O 3.0415 -1.1344 0.0150
O 6.0836 -5.3381 -1.8700
H 5.1487 -2.2078 1.2871
H 6.4197 -4.1918 0.4696
H 4.0747 -4.3584 -3.0091
H 2.8902 -2.1492 -2.2480
H 2.2574 -0.9729 -0.5148
H 6.7936 -5.5844 -1.2728
C -0.0218 -1.3935 -5.0752
C -1.1115 -1.2525 -6.0028
C -2.1748 -0.4136 -5.7493
C -2.1347 0.3724 -4.6118
C -1.1400 0.2690 -3.6791
C -0.0481 -0.5601 -3.9798
O 0.9848 -0.6286 -3.0572
O -3.1482 -0.2963 -6.6522
H 0.7476 -2.1135 -5.3121
H -1.1081 -1.9024 -6.8654
H -2.9492 1.0481 -4.3963
H -1.1795 0.9076 -2.8091
H 0.8546 -0.0372 -2.3123
H -3.0002 -0.9606 -7.3292
C -3.3858 -2.1985 -0.9180
C -2.1492 -1.6063 -0.5240
C -1.6763 -1.6995 0.7456
C -2.3825 -2.3350 1.7124
C -3.6651 -2.8582 1.3723
C -4.1643 -2.7715 0.0880
O -5.4307 -3.2122 -0.1831
O -0.4674 -1.1158 1.0708
H -3.8122 -2.0598 -1.9005
H -1.5476 -1.0557 -1.2320
H -1.9169 -2.4986 2.6731
H -4.3510 -3.2889 2.0868
H -5.7206 -3.0432 -1.0826
H -0.0993 -0.5108 0.4226
C -2.4889 1.4931 2.4525
O -2.6991 2.8989 2.2230
P -2.2583 3.4488 0.7581
O -0.8479 3.0345 0.3447
O -3.4837 3.0600 -0.1866
C -3.4224 1.8476 -0.8903
O -2.4671 5.0945 0.7602
C -1.4427 6.0328 0.4644
H -2.0092 0.9451 1.6415
H -3.3680 0.9384 2.7804
H -1.8001 1.4736 3.2971
H -4.1599 1.0794 -0.6577
H -2.4474 1.3631 -0.8380
H -3.4952 2.0880 -1.9509
H -1.4642 6.2506 -0.6034
H -0.4900 5.6058 0.7777
H -1.6594 6.9912 0.9362
C 1.0261 -0.7808 3.7775
O 0.8775 0.6118 4.0579
P 1.8180 1.5900 3.1381
O 1.5420 1.7192 1.6582
O 1.7997 3.0172 3.8341
C 0.6358 3.8314 3.7472
O 3.3343 1.1741 3.5558
C 3.8624 1.3355 4.8462
H 0.0350 -1.2250 3.8690
H 1.5715 -1.3025 4.5639
H 1.4698 -1.0216 2.8115
H 0.2470 4.0985 4.7298
H -0.2436 3.3529 3.3163
H 0.9102 4.7681 3.2619
H 4.0248 0.3780 5.3411
H 3.2439 1.9409 5.5088
H 4.7629 1.9495 4.8308
```

Its charge is 0. For the HOMO-LUMO gap (spin up / spin down), the calculation gives 6.56 / 7.59 eV. Its spin multiplicity is 2. The HOMO energy (spin up / spin down) is -0.223 / -0.278 hartree. Its molar mass is 739.9 g mol⁻¹. As for the expectation value of S²: 0.751. The LUMO energy (spin up / spin down) is 0.50 / 0.02 eV. The electronic energy is -2915.852314 Eh.